Molecular formula: C4H11NS
Method: DFT, ωB97M-V with the def2-TZVPD basis set

Structure (XYZ):
```
17
Properties=species:S:1:pos:R:3:forces:R:3:mulliken_charge:R:1
C -3.036 -0.479 -0.076 -0.916 -2.327 -0.224 -1.019
H -2.866 -1.612 0.058 -0.311 1.616 -0.462 0.268
H -1.164 0.083 -1.024 -1.398 -0.018 0.962 0.224
N 2.583 -1.098 -0.138 0.474 1.416 -0.661 -0.513
H -3.837 -0.235 0.633 0.664 0.342 0.271 0.314
C 0.937 0.884 0.163 -1.208 -2.247 -0.608 -0.577
C 2.349 0.338 0.123 0.634 -0.317 -0.206 -0.596
S -0.318 -0.198 1.061 0.296 0.277 0.680 -0.169
H 1.843 -1.724 0.010 -1.207 -0.510 0.464 0.239
H 0.812 1.922 0.372 0.362 0.641 0.701 0.457
H -3.516 -0.295 -1.073 0.584 -0.332 0.711 0.287
H 0.505 0.757 -0.807 0.071 0.143 -1.040 0.206
H 2.864 0.643 0.990 0.404 0.087 1.771 0.345
H -1.792 1.313 0.009 -0.515 0.229 0.241 0.367
H 2.956 0.883 -0.600 -0.508 0.267 -0.672 0.305
H 3.410 -1.414 0.332 0.131 -0.124 0.173 0.194
C -1.728 0.231 -0.032 2.443 0.857 -2.101 -0.331
```
Forces are in eV/Å.

HOMO energy = -8.5 eV
SMILES = CCSCCN
largest force on an atom = 0.065 Eh/bohr
electronic energy = -16650.605 eV
Kohn-Sham gap = 9.53 eV
total charge = 0
energy above the lowest of the compared OMol25 structures with the same formula, charge and spin = 27.40 kcal/mol

=====

Molecular formula: C19H21N3O6
Method: DFT, ωB97M-V with the def2-TZVPD basis set

Structure (XYZ):
```
49
Properties=species:S:1:pos:R:3:forces:R:3:mulliken_charge:R:1
C -0.209 2.445 1.647 4.620 3.376 0.319 -0.006
H -3.316 -3.002 5.747 -7.284 0.209 10.894 0.027
O 0.807 -0.988 -2.925 4.128 4.426 4.327 -0.452
H -0.413 -1.724 -1.042 1.728 -0.462 -0.534 0.291
H 0.144 2.810 3.907 0.900 1.467 0.976 0.504
O -1.336 0.737 1.944 -3.052 -3.606 3.092 -0.199
H 0.776 2.510 -0.862 -3.204 -3.201 -0.969 0.374
C -1.661 -2.328 0.839 4.580 -1.116 2.004 -1.019
H 1.537 -2.055 1.750 12.984 2.974 -1.946 0.960
C 1.742 3.472 -2.889 -5.165 -2.223 2.661 -1.459
C 1.621 -2.453 -0.962 0.387 3.626 2.081 0.677
H 0.896 -1.976 4.153 -3.294 0.108 -3.012 0.130
C 0.711 -2.304 1.903 -16.903 -1.587 2.475 -1.431
C 0.371 2.712 -3.502 17.074 -9.296 2.695 -0.813
C 1.432 0.331 -2.383 1.548 2.925 -0.528 0.446
N -0.009 1.746 -1.313 1.868 6.638 11.019 0.244
N -2.831 -3.011 5.060 5.984 -5.840 -15.929 -0.364
H -2.853 -3.783 4.213 -1.189 1.935 3.606 0.274
H -2.180 -2.411 -0.107 -0.624 0.175 0.479 0.504
O -1.615 0.267 -0.785 -8.031 -8.494 -4.530 -0.435
H -1.616 0.457 4.015 1.458 2.717 -1.580 0.210
C -1.164 1.276 3.243 0.953 -2.211 -0.645 -0.033
C -1.906 -2.203 4.639 0.674 2.319 1.129 0.267
H -0.409 3.079 -3.685 -11.310 6.325 -2.249 1.306
H 1.505 -2.544 -3.002 -0.324 -6.414 -4.805 0.671
H 1.289 4.073 -2.077 0.956 -0.083 0.171 0.318
C -0.222 2.316 3.078 -4.378 -3.139 -1.142 -1.004
H 2.849 -1.527 -2.413 -1.395 -0.726 -0.183 0.410
C 0.178 1.463 -2.508 3.285 -1.870 -9.399 -0.489
O -1.446 -1.397 5.386 1.463 2.907 2.770 -0.624
N 0.381 -2.054 -0.449 -0.890 -0.620 -2.926 -0.040
C -0.847 1.020 -0.546 7.058 8.299 8.537 0.161
O 2.624 -2.679 -0.287 -1.733 -1.109 -0.769 -0.628
C 0.040 -2.043 3.153 3.641 -1.385 1.289 0.241
H 1.948 4.117 -3.612 1.808 2.721 -2.977 0.708
H 1.249 2.962 -5.560 -0.631 -1.259 0.520 0.385
C -2.105 -2.430 2.190 -2.532 1.673 -3.001 -0.664
C -0.713 1.369 1.043 0.922 2.685 -3.368 0.224
H -3.201 -2.315 2.270 0.350 -0.722 0.248 0.290
C -1.382 -2.137 3.311 3.095 -2.085 -1.953 0.777
H 0.098 1.290 -5.307 2.409 2.671 0.657 0.223
H 1.836 1.419 -4.866 0.557 0.150 0.925 0.318
C 1.002 2.102 -4.861 -4.306 -0.783 -1.193 -1.144
H 0.437 3.241 1.211 -0.682 -0.735 0.018 0.239
H 2.488 2.733 -2.563 -0.381 0.556 -0.390 0.198
O 2.589 0.673 -1.835 -7.009 -3.667 -3.333 -0.620
C -0.187 -2.314 0.733 -1.159 -0.043 4.644 0.577
H -0.719 0.987 -2.753 -1.048 -1.660 -1.670 0.469
C 1.791 -1.930 -2.343 2.093 3.455 1.496 -1.001
```
Forces are in eV/Å.

HOMO energy = -8.4 eV
SMILES = CC(C)[C@H](NC(=O)c1ccco1)C(=O)OCC(=O)Nc1ccc(C(N)=O)cc1
largest force on an atom = 0.382 Eh/bohr
electronic energy = -36785.045 eV
Kohn-Sham gap = 8.69 eV
total charge = 0
energy above the lowest of the compared OMol25 structures with the same formula, charge and spin = 375.16 kcal/mol

=====

Molecular formula: C34H50N3OP2PbS
Method: DFT, ωB97M-V with the def2-TZVPD basis set

Structure (XYZ):
```
92
Properties=species:S:1:pos:R:3:forces:R:3:mulliken_charge:R:1
C -2.872 1.203 -2.699 -0.045 0.165 0.054 -1.415
H 1.799 -1.584 5.258 -0.293 -0.081 -0.122 0.378
H -4.340 -1.122 1.432 -0.052 -0.351 -0.272 0.426
H 1.471 3.903 -4.712 -0.065 -0.322 0.143 0.524
C 1.075 -2.397 1.389 -0.424 -0.076 -0.635 -0.958
C 0.563 2.960 -3.007 -0.214 -0.040 0.331 1.779
C -5.447 -2.838 0.704 0.300 0.080 -0.093 -0.768
C 0.282 0.565 4.437 0.116 0.025 0.088 -1.591
H -0.698 0.706 -5.393 -0.240 0.107 0.059 0.427
C 3.624 0.176 3.610 0.203 -0.093 0.095 -1.510
C -3.297 -3.245 -1.048 -0.036 -0.073 -0.055 -0.101
C 2.880 2.633 1.339 1.974 2.986 -0.227 -0.007
S -0.919 5.360 2.604 -0.517 -0.864 -0.707 -0.042
H 2.238 -4.332 -0.121 0.106 0.048 -0.216 0.602
C 1.182 0.065 -2.823 0.975 -0.620 -0.547 -1.496
C -5.476 -3.907 -0.203 0.351 0.284 0.088 -0.427
H 3.360 1.174 3.228 0.067 -0.343 0.268 0.030
H 2.519 2.705 -2.026 -0.076 0.124 -0.050 0.279
H 4.713 0.145 3.759 -0.291 0.089 -0.026 0.534
H 3.527 -3.101 2.395 0.134 0.195 0.177 0.365
H -3.781 0.856 -3.214 0.279 0.102 0.138 0.530
H -1.797 -1.127 4.329 0.251 -0.008 -0.270 0.652
N 1.292 -1.173 -0.739 -0.156 -0.343 -0.457 1.031
C 1.622 -1.061 -2.076 0.090 -0.580 0.629 0.616
C 2.617 -3.277 -2.000 -0.246 -0.110 0.446 -0.949
H -1.680 2.159 -5.018 0.035 -0.326 0.055 0.352
H 0.898 -2.882 4.416 -0.022 0.228 0.138 0.358
C -0.077 3.929 2.156 -1.159 0.014 -0.418 -0.219
C 0.287 -0.854 3.834 0.074 0.204 -0.023 1.817
H -6.275 -2.688 1.398 0.271 -0.002 -0.233 0.425
H 0.388 2.584 -5.172 0.266 0.138 0.213 0.319
H -2.463 0.626 -5.405 0.203 0.053 0.307 0.520
C -3.271 -2.156 -0.150 -0.472 -0.916 -0.513 0.219
C 3.681 -2.305 3.134 -0.045 -0.211 0.190 -1.655
C 1.129 2.894 -4.429 -0.046 -0.131 -0.298 -1.703
H -0.223 4.967 -3.156 -0.100 -0.310 0.087 0.532
H -2.640 -1.238 -3.837 0.319 0.192 0.127 0.627
P -0.076 1.228 -2.428 0.047 0.990 -0.994 0.528
H -6.327 -4.590 -0.222 0.268 0.250 -0.002 0.443
H -1.022 4.000 -1.892 0.111 0.031 -0.229 0.229
C -1.686 -0.903 -3.399 0.195 -0.107 0.109 -1.116
H 0.957 3.763 2.468 -0.556 0.024 -0.095 0.213
C 2.125 -3.416 -0.693 0.232 0.193 -0.313 -0.708
H -1.628 -1.298 -2.381 0.035 0.009 -0.215 -0.374
C -2.327 4.811 1.731 0.946 -1.024 -0.111 -0.281
C 0.825 -1.873 4.845 0.018 -0.112 0.287 -1.837
C 3.971 -0.667 1.268 -0.027 -0.030 0.001 -1.330
H 3.160 -4.099 -2.457 -0.083 0.154 -0.023 0.488
P 1.387 -0.837 2.302 0.169 -0.764 0.511 0.245
H -4.417 -4.941 -1.776 0.056 0.302 0.233 0.423
H 0.123 -1.925 5.691 0.144 0.009 -0.233 0.524
H 4.760 -2.260 3.349 -0.301 0.002 -0.094 0.519
H -2.447 -3.409 -1.716 -0.358 -0.007 0.177 0.425
C 1.521 -2.319 -0.079 -0.302 0.455 0.168 -0.348
C 2.376 -2.102 -2.692 -0.336 0.497 -0.009 -0.953
N -0.795 3.083 1.413 0.330 0.579 0.419 0.325
H -3.255 5.358 1.671 0.128 0.174 0.120 0.449
H -1.555 -0.585 2.649 0.062 -0.050 0.239 0.183
C -2.177 -1.244 -0.116 0.997 2.608 1.866 0.235
N -1.452 -0.354 0.169 -1.650 -2.545 -1.007 0.054
C 3.251 -0.931 2.607 -0.080 0.616 0.034 1.659
C -1.638 0.630 -3.419 -0.573 -0.137 0.392 1.678
H 5.057 -0.684 1.454 -0.346 0.021 -0.081 0.580
H -1.417 3.739 -3.612 0.274 0.095 0.185 0.279
C -1.600 1.073 -4.885 0.274 0.281 -0.181 -1.887
H -0.090 1.318 3.726 -0.011 -0.192 0.136 0.257
C -4.357 -1.963 0.730 -0.144 0.167 0.204 -0.368
C 1.691 3.427 -2.066 -0.051 -0.195 0.116 -1.519
H 3.742 -1.445 0.527 0.200 0.253 0.168 0.356
H 3.154 0.019 4.591 0.209 0.098 -0.313 0.325
H -0.867 -1.338 -3.985 -0.208 0.053 0.090 0.364
H -0.382 0.566 5.314 0.167 0.038 -0.251 0.523
H 3.173 -2.585 4.065 0.232 0.055 -0.308 0.296
H -0.011 -2.583 1.424 0.292 0.074 -0.143 0.360
C -1.154 -1.232 3.440 0.020 -0.086 -0.156 -1.771
C -4.398 -4.104 -1.075 0.195 0.115 0.022 -0.845
H 2.696 -1.959 -3.722 0.020 -0.158 0.213 0.570
H 1.641 0.156 -3.815 -0.144 0.061 0.314 0.435
O 3.526 3.579 1.308 -1.718 -2.659 0.131 -0.162
H 1.991 2.218 -4.487 -0.099 0.222 -0.047 0.371
H -2.767 2.996 0.552 0.233 0.258 0.310 0.403
H -2.882 2.301 -2.701 -0.018 -0.298 -0.050 0.322
H 1.543 -3.247 1.909 -0.084 0.357 -0.211 0.753
C -2.077 3.581 1.164 0.668 0.538 0.495 -0.899
H 1.278 0.875 4.777 -0.292 -0.057 -0.060 0.317
H 2.093 4.379 -2.450 -0.127 -0.358 0.137 0.621
H 3.716 0.319 0.848 0.112 -0.302 0.064 0.062
Pb 0.566 0.983 0.390 -0.418 0.092 -0.167 2.192
H -2.914 0.866 -1.655 -0.064 0.048 -0.244 0.103
H -1.231 -2.273 3.102 -0.010 0.207 0.140 0.338
C -0.603 3.964 -2.910 -0.131 -0.086 -0.025 -1.646
H 1.332 3.615 -1.043 -0.015 0.005 -0.189 0.097
```
Forces are in eV/Å.

HOMO energy (alpha / beta) = -16.3 / -16.4 eV
largest force on an atom = 0.070 Eh/bohr
electronic energy = -77222.211 eV
Kohn-Sham gap (alpha / beta) = 5.07 / 6.35 eV
total charge = +3
energy above the lowest of the compared OMol25 structures with the same formula, charge and spin = 15.71 kcal/mol

=====

Molecular formula: C3H8OS
Method: DFT, ωB97M-V with the def2-TZVPD basis set

Structure (XYZ):
```
13
Properties=species:S:1:pos:R:3:forces:R:3:mulliken_charge:R:1
C 1.275 -0.141 0.469 -3.644 3.438 -1.840 0.781
H 1.581 1.971 0.242 0.290 1.421 1.122 0.425
H 2.289 1.112 -1.066 2.023 -0.668 -0.122 0.517
C 1.517 1.114 -0.348 -3.076 0.418 -2.927 -1.849
H 1.762 -0.974 -1.630 -1.596 -0.998 5.259 0.325
H -2.023 -1.292 -0.824 0.443 2.556 1.167 0.141
H 0.716 1.354 -1.129 0.045 -0.528 1.293 0.381
C -0.349 0.003 0.954 -0.684 2.549 0.197 -0.753
O 1.345 -1.261 -0.234 2.048 -1.947 -6.349 -0.606
S -1.907 0.097 -0.263 1.784 -2.918 -0.549 -0.226
H -0.643 1.106 1.292 1.332 -2.217 -0.100 0.260
H -0.722 -0.684 1.711 0.585 -0.036 0.023 0.387
H 2.132 0.081 1.041 0.451 -1.071 2.825 0.217
```
Forces are in eV/Å.

HOMO energy = -9.1 eV
largest force on an atom = 0.135 Eh/bohr
electronic energy = -16118.220 eV
Kohn-Sham gap = 8.59 eV
total charge = 0
energy above the lowest of the compared OMol25 structures with the same formula, charge and spin = 115.71 kcal/mol